Record 1
This record from OMol25 describes a cluster of 2 separate species, CH2I2O in total in a non-equilibrium geometry. The level of theory is the ωB97M-V functional and the def2-TZVPD basis.

The spin multiplicity is 1. The value obtained for the LUMO energy is -0.0019 hartree. The frontier orbital gap is 9.4353 eV. The value obtained for the maximum force is 0.0743 Eh/bohr.

Each line ends with the Löwdin charge.
Cartesian coordinates (Å):
I (-2.1148, 1.0877, 0.7657)  0.5991
I (2.4331, 0.8294, 0.9337)  0.5636
O (0.1341, -0.3957, -0.6048)  -0.1521
C (-1.0085, -0.1991, -0.7100)  -0.6496
H (2.1769, -0.6170, 1.0861)  -0.4319
H (-1.6208, -0.7053, -1.4707)  0.0708

=====

Record 2
This record from OMol25 describes a structure of composition CH2IN in a non-equilibrium geometry. The level of theory is the ωB97M-V functional and the def2-TZVPD basis.

The spin multiplicity is 1. The value obtained for the LUMO energy is -0.0998 hartree. The frontier orbital gap is 6.7711 eV. The value obtained for the maximum force is 0.0680 Eh/bohr.

Each line ends with the Löwdin charge.
Cartesian coordinates (Å):
I (2.3100, 1.5629, -0.1587)  0.1021
N (-0.2717, 0.5880, -0.7064)  -0.0273
C (-0.5358, -0.3940, -0.0125)  -0.2359
H (-1.4588, -0.8747, -0.0326)  0.0526
H (-0.0436, -0.8821, 0.9101)  0.1084

=====

Record 3
This record from OMol25 describes the molecule CH2IN2PS in a non-equilibrium geometry. The level of theory is the ωB97M-V functional and the def2-TZVPD basis.

The spin multiplicity is 1. The value obtained for the LUMO energy is -0.0328 hartree. The frontier orbital gap is 8.0093 eV. The value obtained for the maximum force is 0.0471 Eh/bohr.

Each line ends with the Löwdin charge.
Cartesian coordinates (Å):
I (1.0801, 2.6366, -2.6312)  0.8811
S (-2.1526, 0.4941, 1.1347)  0.0936
P (-0.6322, -0.6900, 1.1412)  0.1846
N (0.2101, -0.8769, -0.2756)  -0.2749
N (0.5427, 0.0097, -1.0318)  -0.2219
C (1.0488, 0.8628, -1.6378)  -0.6219
H (-0.5208, -2.1178, 1.2525)  -0.0115
H (0.4239, -0.3186, 2.0479)  -0.0291

=====

Record 4
This record from OMol25 describes a cluster of 2 separate species, CH2INO2 in total in a non-equilibrium geometry. The level of theory is the ωB97M-V functional and the def2-TZVPD basis.

The spin multiplicity is 1. The value obtained for the LUMO energy (spin up / spin down) is -0.0160 / -0.0479 hartree. The frontier orbital gap (spin up / spin down) is 8.1253 / 8.2886 eV. The value obtained for the maximum force is 0.0650 Eh/bohr.

Each line ends with the Löwdin charge.
Cartesian coordinates (Å):
I (-2.7745, 0.5987, 0.1266)  0.7477
O (-0.9437, -1.7281, -0.1672)  -0.0238
O (1.3868, 0.3525, 0.7749)  -0.1805
N (0.9885, 0.5405, -0.5823)  -0.0015
C (-1.1520, -0.6079, -0.4535)  -0.7500
H (1.2961, 1.2727, 1.2775)  0.1525
H (1.1987, -0.4285, -0.9759)  0.0555

=====

Record 5
This record from OMol25 describes a structure of composition CH2IO2S in a non-equilibrium geometry. The level of theory is the ωB97M-V functional and the def2-TZVPD basis.

The spin multiplicity is 1. The value obtained for the LUMO energy is 0.1046 hartree. The frontier orbital gap is 6.7773 eV. As for the total charge: -1. The value obtained for the maximum force is 0.0709 Eh/bohr.

Each line ends with the Löwdin charge.
Cartesian coordinates (Å):
I (-1.7271, 1.6901, -1.1321)  0.5558
S (-2.2795, -0.6071, 1.0526)  0.4843
O (-1.7989, -1.9781, 1.4411)  -0.5716
O (-2.5652, 0.2215, 2.3225)  -0.5746
C (-0.9259, 0.1034, -0.0039)  -0.9611
H (0.8478, 0.7559, 0.6129)  0.1118
H (-0.4885, -0.5432, -0.8457)  -0.0445

=====

Record 6
This record from OMol25 describes the molecule CH2IOP in a non-equilibrium geometry. The level of theory is the ωB97M-V functional and the def2-TZVPD basis.

The spin multiplicity is 1. The value obtained for the LUMO energy is -0.0124 hartree. The frontier orbital gap is 8.9670 eV. The value obtained for the maximum force is 0.0527 Eh/bohr.

Each line ends with the Löwdin charge.
Cartesian coordinates (Å):
I (1.2622, 0.3610, -2.1118)  0.2662
P (1.1052, 0.0179, 0.3118)  0.4152
O (-1.2526, 0.3766, 1.6471)  -0.0076
C (-0.8467, 0.2722, 0.5502)  -0.5478
H (-1.4632, 0.2812, -0.4180)  0.0705
H (1.1951, -1.3090, 0.0208)  -0.1964

=====

Record 7
This record from OMol25 describes a structure of composition CH2LiO4 in a non-equilibrium geometry. The level of theory is the ωB97M-V functional and the def2-TZVPD basis.

The spin multiplicity is 1. The value obtained for the LUMO energy is 0.1005 hartree. The frontier orbital gap is 6.8407 eV. As for the total charge: -1. The value obtained for the maximum force is 0.0592 Eh/bohr.

Each line ends with the Löwdin charge.
Cartesian coordinates (Å):
O (1.1318, -0.0157, -0.1267)  -0.0264
O (0.2759, -0.1099, 2.4870)  -0.5305
O (-1.0588, 0.4338, -0.1362)  -0.2046
O (-0.0131, -0.1690, -2.0166)  -0.0616
C (-0.0182, 0.0988, -0.7993)  -0.8836
Li (-1.3097, -0.0722, 1.6202)  0.7122
H (0.8612, -0.8064, 2.7815)  -0.0974
H (0.9774, -0.0610, 0.9625)  0.0919

=====

Record 8
This record from OMol25 describes a structure of composition CH2LiOPd in a non-equilibrium geometry. The level of theory is the ωB97M-V functional and the def2-TZVPD basis.

The spin multiplicity is 4. The value obtained for the LUMO energy (spin up / spin down) is -0.0170 / -0.0752 hartree. The frontier orbital gap (spin up / spin down) is 3.4262 / 6.0336 eV. The value obtained for the maximum force is 0.1209 Eh/bohr.

Each line ends with the Löwdin spin population.
Cartesian coordinates (Å):
Pd (1.7543, -1.8936, -0.8852)  0.8232
O (0.6370, 0.2888, -0.2875)  0.3932
C (0.5264, -0.9457, -0.2296)  0.6436
Li (-0.4925, 1.7126, 0.2174)  0.1966
H (-2.1023, 2.1299, 0.7578)  0.8335
H (-0.3229, -1.2919, 0.4270)  0.1099

=====

Record 9
This record from OMol25 describes a structure of composition CH2LiORu in a non-equilibrium geometry. The level of theory is the ωB97M-V functional and the def2-TZVPD basis.

The spin multiplicity is 7. The value obtained for the LUMO energy (spin up / spin down) is -0.1754 / -0.2805 hartree. The frontier orbital gap (spin up / spin down) is 6.6748 / 7.1600 eV. As for the total charge: +1. The value obtained for the maximum force is 0.1065 Eh/bohr.

Each line ends with the Löwdin spin population.
Cartesian coordinates (Å):
Ru (1.3573, 0.7296, 1.2045)  4.6729
O (-0.1075, 0.5239, -1.0966)  0.5485
C (0.1769, -0.4711, -0.4306)  0.5238
Li (-1.2571, 1.1740, 0.4909)  0.1301
H (0.5847, -1.4738, -0.5486)  0.0538
H (-0.7543, -0.4826, 0.3804)  0.0711

=====

Record 10
This record from OMol25 describes a cluster of 2 separate species, CH2N2O in total in a non-equilibrium geometry. The level of theory is the ωB97M-V functional and the def2-TZVPD basis.

The spin multiplicity is 1. The value obtained for the LUMO energy is 0.0307 hartree. The frontier orbital gap is 11.1588 eV. The value obtained for the maximum force is 0.0271 Eh/bohr.

Each line ends with the Löwdin charge.
Cartesian coordinates (Å):
O (1.1164, -0.4525, 0.4733)  -0.0276
N (0.2923, 1.4350, -1.8259)  0.0319
N (-0.4237, 0.6301, -2.0392)  0.0246
C (0.0343, -0.5195, 0.9687)  -0.1813
H (-0.2428, 0.0444, 1.8747)  0.0783
H (-0.7764, -1.1375, 0.5484)  0.0740

=====

Record 11
This record from OMol25 describes a cluster of 2 separate species, CH2N2O in total in a non-equilibrium geometry. The level of theory is the ωB97M-V functional and the def2-TZVPD basis.

The spin multiplicity is 1. The value obtained for the LUMO energy (spin up / spin down) is -0.0138 / -0.0258 hartree. The frontier orbital gap (spin up / spin down) is 8.9010 / 8.3124 eV. The value obtained for the maximum force is 0.0488 Eh/bohr.

Each line ends with the Löwdin charge.
Cartesian coordinates (Å):
O (-1.9759, 1.5464, 0.8936)  -0.0416
N (-1.0908, 0.2474, -1.2881)  0.0605
N (-2.5209, 1.5172, -0.1228)  0.1127
C (-0.3184, 0.0816, -0.3389)  -0.1913
H (0.6133, -0.3642, -0.4638)  0.0502
H (-0.5251, 0.7998, 0.4347)  0.0095

=====

Record 12
This record from OMol25 describes a cluster of 2 separate species, CH2N2O in total in a non-equilibrium geometry. The level of theory is the ωB97M-V functional and the def2-TZVPD basis.

The spin multiplicity is 1. The value obtained for the LUMO energy is 0.0004 hartree. The frontier orbital gap is 9.0684 eV. The value obtained for the maximum force is 0.0814 Eh/bohr.

Each line ends with the Löwdin charge.
Cartesian coordinates (Å):
O (-0.2360, 2.1960, -1.7683)  -0.0997
N (0.2386, -0.8267, 0.4041)  0.0684
N (0.1344, 1.8189, -0.6395)  -0.0082
C (0.8423, -1.7151, 0.7965)  -0.0272
H (1.3088, -2.3887, 1.4374)  0.0438
H (0.7694, 0.9305, -0.6034)  0.0228

=====

Record 13
This record from OMol25 describes the molecule CH2N2O2 in a non-equilibrium geometry. The level of theory is the ωB97M-V functional and the def2-TZVPD basis.

The spin multiplicity is 1. The value obtained for the LUMO energy is 0.0209 hartree. The frontier orbital gap is 10.4034 eV. The value obtained for the maximum force is 0.1147 Eh/bohr.

Each line ends with the Löwdin charge.
Cartesian coordinates (Å):
O (1.9855, 0.0626, 0.0189)  0.1176
O (-1.2684, -0.0510, 0.0154)  -0.1662
N (-0.2115, -1.0476, -0.1118)  0.1094
N (-0.3148, 0.9567, 0.1783)  0.0413
C (0.7872, 0.0645, -0.0334)  -0.4561
H (-0.6192, 1.5893, -0.7997)  0.2381
H (-0.3588, -1.5745, 0.7323)  0.1159

=====

Record 14
This record from OMol25 describes a cluster of 3 separate species, CH2N2O2S in total in a non-equilibrium geometry. The level of theory is the ωB97M-V functional and the def2-TZVPD basis.

The spin multiplicity is 1. The value obtained for the LUMO energy is 0.0210 hartree. The frontier orbital gap is 10.3612 eV. The value obtained for the maximum force is 0.0589 Eh/bohr.

Each line ends with the Löwdin charge.
Cartesian coordinates (Å):
S (-2.7939, -0.0858, -0.2792)  0.4437
O (0.5178, 1.0416, 0.9048)  0.1537
O (2.2051, 1.4292, -0.5620)  0.2090
N (1.7108, -1.9443, 1.1769)  0.1355
N (1.8740, -0.9407, 0.7639)  0.0664
C (1.3797, 1.1156, 0.1581)  -0.5786
H (-3.1734, -1.0364, -1.1170)  -0.2513
H (-1.7202, 0.4209, -1.0456)  -0.1784

=====

Record 15
This record from OMol25 describes a cluster of 2 separate species, CH2N2O2S in total in a non-equilibrium geometry. The level of theory is the ωB97M-V functional and the def2-TZVPD basis.

The spin multiplicity is 1. The value obtained for the LUMO energy is -0.0264 hartree. The frontier orbital gap is 9.2802 eV. The value obtained for the maximum force is 0.1279 Eh/bohr.

Each line ends with the Löwdin charge.
Cartesian coordinates (Å):
S (-1.8019, 0.0182, 0.4139)  1.0030
O (-2.5074, -1.1924, 0.1275)  -0.4566
O (-1.1521, 0.7578, -0.9295)  -0.2799
N (0.8632, 0.7117, 0.2719)  -0.0805
N (1.9653, 0.1501, 0.4642)  0.0989
C (-0.1330, 0.0533, -0.3319)  -0.5978
H (2.5855, 0.7948, 0.9751)  0.0679
H (0.1804, -1.2935, -0.9912)  0.2451

=====

Record 16
This record from OMol25 describes a cluster of 2 separate species, CH2N2O2S in total in a non-equilibrium geometry. The level of theory is the ωB97M-V functional and the def2-TZVPD basis.

The spin multiplicity is 1. The value obtained for the LUMO energy is -0.0168 hartree. The frontier orbital gap is 10.5434 eV. The value obtained for the maximum force is 0.0494 Eh/bohr.

Each line ends with the Löwdin charge.
Cartesian coordinates (Å):
S (-1.8066, -0.7032, -1.0435)  0.8370
O (-1.3548, 0.6669, -0.8312)  -0.5265
O (1.4826, -0.5691, 1.0954)  0.1236
N (-1.2627, -1.8575, -0.2625)  -0.2962
N (1.3347, 1.4950, -0.0322)  0.2142
C (1.2936, 0.4876, 0.6243)  -0.4111
H (-0.5552, -1.8523, 0.4744)  0.0081
H (0.8685, 2.3326, -0.0246)  0.0509

=====

Record 17
This record from OMol25 describes a cluster of 2 separate species, CH2N2O2S in total in a non-equilibrium geometry. The level of theory is the ωB97M-V functional and the def2-TZVPD basis.

The spin multiplicity is 1. The value obtained for the LUMO energy (spin up / spin down) is -0.0280 / -0.0578 hartree. The frontier orbital gap (spin up / spin down) is 8.9441 / 8.5147 eV. The value obtained for the maximum force is 0.0747 Eh/bohr.

Each line ends with the Löwdin charge.
Cartesian coordinates (Å):
S (-3.8462, 0.0833, -0.1017)  0.9938
O (-2.8193, 0.9001, 0.8924)  -0.5354
O (-2.9998, -0.9165, -0.7457)  -0.5185
N (-1.5885, 0.7251, 1.2191)  0.0326
N (1.4105, 0.3247, -1.7164)  0.0533
C (1.1144, 0.5741, -0.6522)  -0.1138
H (0.6589, 0.8339, 0.3521)  0.0637
H (-1.1877, 0.0727, 0.4769)  0.0242

=====

Record 18
This record from OMol25 describes a structure of composition CH2N2O2S in a non-equilibrium geometry. The level of theory is the ωB97M-V functional and the def2-TZVPD basis.

The spin multiplicity is 3. The value obtained for the LUMO energy (spin up / spin down) is 0.0164 / -0.0800 hartree. The frontier orbital gap (spin up / spin down) is 8.3919 / 6.4849 eV. The value obtained for the maximum force is 0.0665 Eh/bohr.

Each line ends with the Löwdin spin population.
Cartesian coordinates (Å):
S (2.1387, -0.9997, 0.3813)  0.8053
O (2.4074, 0.5427, -0.0628)  0.1456
O (-3.5391, 0.0833, -0.0424)  0.1085
N (0.0283, -0.1174, 0.0254)  0.6985
N (-1.2644, -0.4263, 0.1306)  0.1415
C (-2.4392, -0.2575, -0.0881)  0.0848
H (2.4515, 1.2692, 0.5800)  0.0014
H (0.2169, -0.0943, -0.9239)  0.0146

=====

Record 19
This record from OMol25 describes a cluster of 2 separate species, CH2N2O3 in total in a non-equilibrium geometry. The level of theory is the ωB97M-V functional and the def2-TZVPD basis.

The spin multiplicity is 1. The value obtained for the LUMO energy is 0.0226 hartree. The frontier orbital gap is 9.7623 eV. The value obtained for the maximum force is 0.0634 Eh/bohr.

Each line ends with the Löwdin charge.
Cartesian coordinates (Å):
O (-0.7869, 0.1400, -0.8975)  0.1600
O (-0.3350, -0.5598, 1.5611)  -0.0579
O (-2.2247, -1.2244, -2.0520)  0.2291
N (0.4340, -0.4021, 0.6260)  -0.2425
N (1.2805, 0.5876, 0.7429)  0.0764
C (-1.5140, -0.5395, -1.4710)  -0.3938
H (1.9003, 0.7549, -0.0332)  0.1084
H (1.2459, 1.2432, 1.5238)  0.1203

=====

Record 20
This record from OMol25 describes the molecule CH2N2O3 in a non-equilibrium geometry. The level of theory is the ωB97M-V functional and the def2-TZVPD basis.

The spin multiplicity is 1. The value obtained for the LUMO energy is -0.0171 hartree. The frontier orbital gap is 9.7159 eV. The value obtained for the maximum force is 0.0703 Eh/bohr.

Each line ends with the Löwdin charge.
Cartesian coordinates (Å):
O (-0.5562, -1.9728, -1.9803)  0.0564
O (0.0959, -0.0478, -1.3372)  -0.1004
O (0.3034, 0.0465, 1.5862)  0.0416
N (0.0977, 1.0307, -0.5541)  0.0204
N (-0.6213, -1.2324, -1.0541)  -0.0198
C (0.2032, 1.0816, 0.7143)  -0.2110
H (0.3385, 1.9384, 1.3409)  0.1289
H (0.1388, -0.8443, 1.2843)  0.0839

=====

Relative energy (zero: lowest compared OMol25 entry of this formula, charge and spin) (computed, kcal/mol): 11.4 51.5 63.6 97.6 78.5 6.0 0.5 4.3 0.0 0.0 112.2 90.5 120.4 15.3 149.7 57.5 154.1 39.6 6.5 74.6
Total energy (computed, Eh): -709.8885 -391.6351 -1185.9383 -542.0709 -885.5674 -753.5632 -347.9442 -249.6752 -216.4290 -224.0610 -223.8822 -223.9168 -299.1450 -697.5266 -697.3124 -697.4594 -697.3054 -697.2925 -374.4687 -374.3602